(1)
Entry from the OMol25 dataset: a molecular structure, C6H9AsFS4Ta (the ωB97M-V functional and the def2-TZVPD basis).

Last column: natural (NBO) charge in e.
Atoms and positions in Å:
Ta -0.03540 0.58300 0.80720  1.64
As 1.96660 -0.49950 2.20990  0.87
S -0.09510 -0.81900 2.94100  -0.46
S 1.51950 -1.04400 -0.01180  -0.35
S 1.79670 1.71990 2.05490  -0.37
S 3.58240 -1.37360 3.16500  -0.42
F 0.18680 2.00230 -0.49630  -0.56
C -3.30350 0.39560 0.32420  0.32
C -5.24970 -0.71460 1.23500  -0.58
C -5.46890 1.50260 0.07350  -0.58
C -4.72230 0.16540 0.09390  -0.20
C -2.11970 0.55540 0.54470  -0.68
C -4.90020 -0.53100 -1.26100  -0.58
H -4.37470 -1.48280 -1.28210  0.22
H -4.51040 0.09790 -2.05900  0.22
H -5.07330 -0.23050 2.19360  0.22
H -5.95730 -0.71520 -1.44000  0.21
H -5.11070 2.12620 -0.74230  0.22
H -5.32780 2.03660 1.00980  0.22
H -6.31870 -0.87590 1.11410  0.21
H -4.74770 -1.67990 1.23860  0.22
H -6.53230 1.31600 -0.06480  0.21

Values from the calculation:
Multiplicity: 1
LUMO (eV): -2.13
DFT total energy (hartree): -4219.4828
Gap between HOMO and LUMO (eV): 7.1692
Highest occupied orbital energy (eV): -9.302

(2)
Entry from the OMol25 dataset: C3H4N2O in the gas phase (the ωB97M-V functional and the def2-TZVPD basis).

Last column: natural (NBO) charge in e.
Atoms and positions in Å:
O 0.85396 -1.07205 0.52418  -0.29
N 2.17422 -0.61407 0.44263  0.09
N 2.15806 0.54116 -0.04934  -0.19
C 0.86843 0.91973 -0.32622  -0.19
C 0.06440 -0.10945 0.04202  0.30
C -1.40388 -0.34117 0.03175  -0.66
H -1.61116 -1.41180 0.08321  0.24
H -1.88232 0.14479 0.88716  0.24
H -1.85050 0.06397 -0.87879  0.24
H 0.62878 1.87888 -0.75660  0.23

Values from the calculation:
SMILES: Cc1cnno1
Multiplicity: 1
LUMO (eV): 0.84
DFT total energy (hartree): -301.4080
Gap between HOMO and LUMO (eV): 10.9329
Highest occupied orbital energy (eV): -10.089

(3)
Entry from the OMol25 dataset: 7 unconnected molecules or ions with the total composition C4H21NO7 (the ωB97M-V functional and the def2-TZVPD basis).

Last column: natural (NBO) charge in e.
Atoms and positions in Å:
O 3.14245 0.67122 1.17184  -0.59
O -1.93838 -2.62993 1.60046  -0.93
O 4.19822 -1.62616 -0.26222  -0.96
O -3.02289 3.55426 0.45919  -0.93
O 4.01542 1.54914 -1.31896  -0.95
O -3.72575 -0.15992 2.06220  -0.97
O -2.74617 -1.44336 -1.74268  -0.94
N -1.20707 0.29162 -0.12082  -0.90
C 0.14585 0.47148 -0.48917  -0.02
C 0.81125 0.78969 0.96774  -0.52
C 0.72487 -0.70984 -1.35274  -0.65
C 2.21190 1.25155 0.66850  0.43
H 3.24752 -1.71174 -0.15844  0.47
H 1.68871 -0.43234 -1.80213  0.22
H -3.50209 -0.87999 2.57487  0.49
H 0.11955 1.62493 1.19370  0.24
H -2.41888 -2.33254 -1.52589  0.48
H 0.11089 -1.00173 -2.25166  0.22
H -1.41534 -0.18212 0.74233  0.34
H -3.23642 0.60092 2.05499  0.48
H 0.23426 1.30815 -1.17956  0.19
H 0.85630 -1.70627 -0.75873  0.19
H -3.69694 -1.46618 -1.62111  0.49
H -2.02071 3.95530 0.35092  0.46
H 4.02987 1.05942 -2.24021  0.47
H -1.85834 -0.07793 -0.87658  0.41
H 4.54988 -1.32012 0.64960  0.49
H 2.49626 2.12768 0.01063  0.17
H -2.82065 2.68698 0.24405  0.46
H 4.41360 0.80326 -0.83425  0.49
H 0.84689 -0.05061 1.63159  0.23
H -2.30347 -3.23848 1.04465  0.46
H -1.93059 -1.77635 1.10788  0.47

Values from the calculation:
SMILES: C[C@@H](N)CC=O.O.O.O.O.O.O
Multiplicity: 1
LUMO (eV): 0.01
DFT total energy (hartree): -746.3428
Gap between HOMO and LUMO (eV): 9.4377
Highest occupied orbital energy (eV): -9.426

Max |F|? In order: 1.8 0.4 5.6 eV Å⁻¹.